(1)
Computed, not measured: 2 unconnected molecules or ions with the total composition C3H6BrClOS, with wB97M-V/def2-TZVPD.

Bonds (Å) are listed after each position.
Atoms and positions in Å:
1 C -0.48222 0.93022 1.51114  O4 1.363, H8 1.091, H9 1.121, H10 1.066
2 C 0.28968 -0.38919 -2.22408  S5 1.793, Cl6 1.783, H11 1.188, H12 1.180
3 C -0.33922 -1.59284 -0.02704  S5 1.721, Br7 1.854, H13 1.141
4 O -1.27095 0.15073 0.71882  C1 1.363
5 S 1.10595 -0.99892 -0.74881  C2 1.793, C3 1.721
6 Cl -0.32147 1.28047 -2.09360  C2 1.783
7 Br -1.76105 -2.35593 -0.94038  C3 1.854
8 H -0.34528 1.97490 1.22791  C1 1.091
9 H 0.54302 0.56376 1.24532  C1 1.121
10 H -0.58445 0.94233 2.57188  C1 1.066
11 H -0.72182 -0.93082 -2.53278  C2 1.188
12 H 1.05179 -0.36640 -3.12526  C2 1.180
13 H -0.04883 -1.98433 1.00436  C3 1.141

The value obtained for the HOMO energy (alpha / beta) is -8.982 / -8.976 eV. Its energy above the lowest of the compared OMol25 structures with the same formula, charge and spin is 3.153 eV. The calculation puts the orbital gap (alpha / beta) at 8.5743 / 8.5680 eV.

---

(2)
Computed, not measured: 2 unconnected molecules or ions with the total composition C3H6BrI, with wB97M-V/def2-TZVPD.

Bonds (Å) are listed after each position.
Atoms and positions in Å:
1 C -0.01757 -0.04488 -0.93793  C2 1.304, H5 1.044, H6 1.060
2 C 0.03547 0.80071 0.05306  C1 1.304, C3 1.500, I4 2.055
3 C 1.39700 1.13713 0.58452  C2 1.500, H7 1.140, H8 1.019, H9 1.185
4 I -1.61310 1.73007 0.85278  C2 2.055
5 H -0.85127 -0.43298 -1.43297  C1 1.044
6 H 0.82733 -0.43069 -1.44775  C1 1.060
7 H 1.38131 0.57849 1.57801  C3 1.140
8 H 1.57452 2.13899 0.53796  C3 1.019
9 H 2.18763 0.49618 -0.02238  C3 1.185
10 Br -2.53286 -2.31508 0.29761  H11 1.398
11 H -2.38846 -3.65793 -0.06290  Br10 1.398

The value obtained for the HOMO energy is -9.062 eV. Its energy above the lowest of the compared OMol25 structures with the same formula, charge and spin is 1.526 eV. The calculation puts the orbital gap at 9.6818 eV.

---

(3)
Computed, not measured: 2 unconnected molecules or ions with the total composition C3H6BrI, with wB97M-V/def2-TZVPD.

Bonds (Å) are listed after each position.
Atoms and positions in Å:
1 C -0.10899 1.24382 0.32242  C3 1.427, H6 1.163, H7 1.131, H8 0.994
2 C -0.26024 -1.27499 0.06704  C3 1.523, Br4 1.996, H9 1.092, H10 1.009
3 C 0.16700 0.08632 -0.46431  C1 1.427, C2 1.523, H11 1.168
4 Br -2.25630 -1.29280 0.06341  C2 1.996
5 I 3.06066 -0.30465 -0.31017  no bonds
6 H -1.08341 1.79253 0.00459  C1 1.163
7 H -0.14566 0.87726 1.39169  C1 1.131
8 H 0.56664 1.93171 0.08031  C1 0.994
9 H 0.13909 -2.03251 -0.61061  C2 1.092
10 H -0.04249 -1.32014 1.05099  C2 1.009
11 H -0.03630 0.29346 -1.59535  C3 1.168

The value obtained for the HOMO energy (alpha / beta) is -9.116 / -9.116 eV. Its energy above the lowest of the compared OMol25 structures with the same formula, charge and spin is 2.128 eV. The calculation puts the orbital gap (alpha / beta) at 7.1999 / 7.2011 eV.

---

(4)
Computed, not measured: a gas-phase ion, C3H6BrN2 (charge +1), with wB97M-V/def2-TZVPD.

Bonds (Å) are listed after each position.
Atoms and positions in Å:
1 Br 1.45384 -0.28705 -2.10323  C2 1.879
2 C -0.20529 -0.09380 -1.24168  Br1 1.879, N3 1.499, N6 1.548, H7 1.134
3 N -0.52039 -1.34980 -0.48610  C2 1.499, C4 1.234
4 C -0.18830 -1.19379 0.69186  N3 1.234, C5 1.508, H8 1.057
5 C 0.27400 0.19359 1.05809  C4 1.508, N6 1.470, H9 1.076, H10 1.074
6 N -0.19451 0.95837 -0.10669  C2 1.548, C5 1.470, H11 1.019, H12 0.998
7 H -0.95923 0.18692 -2.04046  C2 1.134
8 H -0.03983 -2.03454 1.31483  C4 1.057
9 H -0.29098 0.48316 1.92697  C5 1.076
10 H 1.28723 0.01421 1.36748  C5 1.074
11 H -1.06471 1.46841 0.03831  N6 1.019
12 H 0.44817 1.65432 -0.41937  N6 0.998

As for the charge: +1. The value obtained for the HOMO energy is -15.259 eV. Its energy above the lowest of the compared OMol25 structures with the same formula, charge and spin is 1.078 eV. The calculation puts the orbital gap at 11.5259 eV.

---

(5)
Computed, not measured: 2 unconnected molecules or ions with the total composition C3H6BrN4O2, with wB97M-V/def2-TZVPD.

Bonds (Å) are listed after each position.
Atoms and positions in Å:
1 C -0.04349 1.02792 -0.93323  C3 1.436, N4 1.373, O8 1.205
2 C -0.75925 -0.88080 0.51213  C3 1.432, N6 1.299, N7 1.281
3 C -0.42106 0.50136 0.34883  C1 1.436, C2 1.432, N5 1.333
4 N 0.20237 2.34295 -0.62654  C1 1.373, O9 1.428, H11 1.096
5 N -0.37176 1.40058 1.33117  C3 1.333, O9 1.326
6 N -0.71596 -1.63282 -0.54577  C2 1.299, H13 1.042, H14 1.070
7 N -1.17234 -1.15252 1.69426  C2 1.281, H15 0.987, H16 1.081
8 O -0.00350 0.42594 -1.97578  C1 1.205
9 O 0.07925 2.52144 0.78514  N4 1.428, N5 1.326
10 Br 3.10964 -0.20598 -1.29899  H12 1.358
11 H 0.20723 3.24032 -1.25570  N4 1.096
12 H 3.62251 -1.09885 -0.41384  Br10 1.358
13 H -0.44248 -1.20819 -1.45675  N6 1.042
14 H -0.64968 -2.70062 -0.56775  N6 1.070
15 H -1.31224 -0.42230 2.34365  N7 0.987
16 H -1.32923 -2.15844 2.05916  N7 1.081

As for the charge: +1. The value obtained for the HOMO energy is -13.955 eV. Its energy above the lowest of the compared OMol25 structures with the same formula, charge and spin is 0.250 eV. The calculation puts the orbital gap at 8.8292 eV.

---

(6)
Computed, not measured: a gas-phase ion, C3H6Cl2NO3S (charge -1), with wB97M-V/def2-TZVPD.

Bonds (Å) are listed after each position.
Atoms and positions in Å:
1 C -0.05303 -0.34594 1.13589  C3 1.522, H11 1.180, H12 1.143, H13 1.025
2 C 0.13092 0.20445 -1.28634  C3 1.540, H14 1.064, H15 1.094, H16 1.028
3 C 0.92693 -0.09262 -0.00139  C1 1.522, C2 1.540, N4 1.542, S8 1.931
4 N 1.90300 -1.23548 -0.34829  C3 1.542, Cl9 1.745, Cl10 1.736
5 O 1.91702 2.14128 -1.03548  S8 1.433
6 O 1.06728 2.24928 1.30625  S8 1.487
7 O 3.17014 1.10889 0.78573  S8 1.453
8 S 1.88670 1.56060 0.27473  C3 1.931, O5 1.433, O6 1.487, O7 1.453
9 Cl 2.69919 -1.56153 1.16990  N4 1.745
10 Cl 3.05295 -0.55866 -1.45912  N4 1.736
11 H 0.43560 -0.44817 2.20536  C1 1.180
12 H -0.59552 0.65922 1.17392  C1 1.143
13 H -0.58062 -1.19166 0.89651  C1 1.025
14 H -0.67792 -0.45276 -1.50178  C2 1.064
15 H -0.18790 1.24981 -1.24520  C2 1.094
16 H 0.77442 0.09062 -2.07995  C2 1.028

As for the charge: -1. The value obtained for the HOMO energy (alpha / beta) is -1.954 / -5.682 eV. As for the spin multiplicity: 3. The calculation puts the orbital gap (alpha / beta) at 5.5305 / 6.4195 eV. The expectation value of S² is 2.01.

---

> Number 5 is which compound?

C3H6BrN4O2